Entry 1:
{"formula": "C6H9FN2S2", "method": "ωB97M-V with the def2-TZVPD basis set", "symbols": ["C", "C", "C", "C", "C", "C", "H", "H", "H", "H", "H", "H", "H", "H", "H", "N", "N", "F", "S", "S"], "coordinates": [[-2.553, 0.050, 0.749], [-1.323, -0.519, 0.090], [-0.321, 0.231, -0.348], [-3.776, -0.347, 0.035], [-4.775, -0.687, -0.542], [2.806, 0.091, 0.290], [-2.617, -0.309, 1.786], [-1.312, -1.605, -0.004], [0.552, -0.213, -0.813], [-0.346, 1.312, -0.253], [-5.661, -0.990, -1.071], [1.218, 2.633, -0.534], [3.680, 1.327, -1.072], [2.204, 0.138, 1.205], [3.172, -3.216, -0.539], [3.148, 1.332, -0.211], [3.211, -0.964, -0.293], [-2.475, 1.433, 0.803], [2.334, 2.744, 0.222], [2.833, -2.441, 0.497]], "lumo_ev": 0.73, "smiles": "C#C[C@H](F)C=C.S/N=C/NS", "total_charge": 0, "e_homo_ev": -8.45, "e_above_lowest_kj_mol": 0.0}



Entry 2:
{"formula": "C21H29Br4ClIN2O3P", "method": "ωB97M-V with the def2-TZVPD basis set", "symbols": ["C", "C", "C", "C", "N", "C", "C", "P", "N", "O", "C", "O", "C", "C", "C", "C", "C", "I", "C", "C", "C", "Cl", "C", "C", "O", "H", "H", "H", "H", "H", "H", "H", "H", "H", "H", "H", "H", "H", "H", "H", "H", "H", "H", "H", "H", "H", "Br", "C", "C", "Br", "H", "H", "H", "H", "Br", "C", "C", "Br", "H", "H", "H", "H"], "coordinates": [[3.972, -0.008, 3.318], [4.960, 0.984, 2.589], [4.228, 2.064, 1.662], [2.945, 1.411, 1.036], [2.413, 2.175, -0.148], [1.165, 1.494, -0.465], [1.125, 0.441, -1.343], [2.627, -0.241, -2.228], [3.163, 0.828, -3.496], [2.119, -1.648, -3.030], [-0.255, -0.267, -1.598], [-0.612, -0.677, -2.675], [-1.173, -0.362, -0.327], [-2.015, -1.543, -0.073], [-2.044, -2.765, -1.042], [-3.048, -2.629, -2.272], [-2.328, -2.994, -3.651], [-4.078, -0.726, -2.389], [-2.834, -1.583, 1.161], [-2.781, -0.447, 2.075], [-1.936, 0.740, 1.829], [-1.909, 2.060, 3.035], [-1.126, 0.781, 0.623], [-0.153, 1.956, 0.257], [-0.380, 3.105, 0.528], [4.565, -0.488, 4.150], [3.657, -0.837, 2.635], [3.055, 0.475, 3.739], [5.536, 1.534, 3.376], [5.712, 0.396, 1.986], [3.946, 2.951, 2.296], [4.967, 2.326, 0.858], [3.105, 0.335, 0.731], [2.116, 1.463, 1.803], [3.054, 2.110, -0.940], [3.939, 1.387, -3.143], [2.398, 1.407, -3.852], [1.911, -1.441, -3.962], [-2.178, -3.724, -0.464], [-1.008, -2.841, -1.487], [-3.832, -3.427, -2.140], [-2.556, -4.046, -3.977], [-2.731, -2.330, -4.468], [-1.214, -2.897, -3.589], [-3.493, -2.452, 1.413], [-3.363, -0.414, 3.032], [3.494, -1.271, 6.989], [2.826, 0.219, 8.052], [2.343, 1.347, 7.176], [3.834, 2.365, 6.444], [3.629, 0.513, 8.726], [2.003, -0.194, 8.634], [1.768, 2.066, 7.759], [1.745, 1.009, 6.332], [-5.374, -1.681, -6.220], [-5.682, 0.188, -6.669], [-7.005, 0.670, -6.132], [-8.489, 0.026, -7.219], [-5.601, 0.272, -7.750], [-4.859, 0.731, -6.203], [-7.067, 1.757, -6.183], [-7.197, 0.347, -5.111]], "lumo_ev": -0.95, "smiles": "CCCCNC1=C(P(N)O)C(=O)c2c(C[C@H](C)I)ccc(Cl)c2C1=O.BrCCBr.BrCCBr", "total_charge": 0, "e_homo_ev": -8.67}



Entry 3:
{"formula": "C33H88F3MnN8O11S", "method": "ωB97M-V with the def2-TZVPD basis set", "symbols": ["Mn", "C", "F", "F", "F", "S", "O", "O", "O", "C", "C", "C", "O", "C", "N", "H", "H", "H", "H", "H", "H", "H", "H", "H", "H", "H", "C", "C", "C", "O", "C", "N", "H", "H", "H", "H", "H", "H", "H", "H", "H", "H", "H", "C", "C", "C", "O", "C", "N", "H", "H", "H", "H", "H", "H", "H", "H", "H", "H", "H", "C", "C", "C", "O", "C", "N", "H", "H", "H", "H", "H", "H", "H", "H", "H", "H", "H", "C", "C", "C", "O", "C", "N", "H", "H", "H", "H", "H", "H", "H", "H", "H", "H", "H", "C", "C", "C", "O", "C", "N", "H", "H", "H", "H", "H", "H", "H", "H", "H", "H", "H", "C", "C", "C", "O", "C", "N", "H", "H", "H", "H", "H", "H", "H", "H", "H", "H", "H", "C", "C", "C", "O", "C", "N", "H", "H", "H", "H", "H", "H", "H", "H", "H", "H", "H"], "coordinates": [[-11.071, 2.560, 18.101], [-10.767, 6.281, 15.270], [-10.980, 7.556, 15.108], [-11.367, 5.569, 14.317], [-9.449, 6.020, 15.140], [-11.265, 5.641, 17.003], [-12.706, 5.661, 17.006], [-10.733, 4.277, 17.097], [-10.658, 6.547, 17.945], [-9.907, 6.647, 22.077], [-11.379, 6.443, 21.702], [-12.277, 6.655, 22.907], [-13.622, 6.426, 22.543], [-14.482, 6.362, 23.652], [-11.775, 7.408, 20.630], [-9.538, 5.787, 22.650], [-9.729, 7.617, 22.538], [-9.254, 6.613, 21.200], [-11.482, 5.430, 21.295], [-12.179, 7.717, 23.161], [-11.978, 5.915, 23.658], [-14.324, 7.259, 24.260], [-14.414, 5.466, 24.278], [-15.513, 6.415, 23.303], [-11.218, 7.049, 19.851], [-11.112, 8.193, 20.737], [-13.033, 9.534, 17.001], [-13.896, 9.400, 18.268], [-15.287, 10.016, 18.049], [-16.030, 9.680, 19.213], [-17.239, 10.418, 19.319], [-14.021, 7.983, 18.604], [-13.476, 9.054, 16.124], [-12.050, 9.078, 17.141], [-12.800, 10.558, 16.680], [-13.341, 9.880, 19.084], [-15.858, 9.589, 17.218], [-15.082, 11.074, 17.834], [-17.759, 9.979, 20.171], [-17.862, 10.301, 18.427], [-17.000, 11.459, 19.550], [-14.887, 7.687, 18.169], [-13.359, 7.478, 18.032], [-10.423, 0.318, 21.785], [-10.720, 1.467, 20.808], [-9.431, 2.214, 20.442], [-9.608, 3.183, 19.364], [-8.371, 3.854, 19.144], [-11.410, 0.960, 19.591], [-9.996, 0.771, 22.681], [-9.724, -0.415, 21.381], [-11.357, -0.164, 22.071], [-11.359, 2.191, 21.319], [-8.642, 1.527, 20.125], [-9.156, 2.836, 21.295], [-7.483, 3.221, 19.097], [-8.198, 4.549, 19.973], [-8.391, 4.514, 18.279], [-10.847, 0.120, 19.428], [-12.309, 0.560, 19.854], [-15.148, 5.518, 14.135], [-15.533, 6.860, 14.837], [-16.977, 7.312, 14.565], [-17.825, 6.188, 14.806], [-19.180, 6.474, 14.590], [-15.335, 6.629, 16.289], [-14.125, 5.255, 14.393], [-15.293, 5.586, 13.050], [-15.866, 4.762, 14.449], [-14.831, 7.599, 14.438], [-17.069, 7.550, 13.504], [-17.252, 8.063, 15.308], [-19.755, 5.561, 14.436], [-19.288, 7.053, 13.664], [-19.596, 7.030, 15.438], [-14.458, 6.114, 16.283], [-16.134, 6.124, 16.650], [-15.294, 1.690, 16.222], [-14.023, 1.286, 16.976], [-13.361, 0.027, 16.426], [-14.138, -1.116, 16.593], [-13.622, -2.273, 15.968], [-13.060, 2.410, 16.997], [-15.128, 1.482, 15.163], [-15.442, 2.770, 16.242], [-16.169, 1.265, 16.706], [-14.165, 1.102, 18.047], [-12.401, -0.190, 16.920], [-13.089, 0.345, 15.408], [-12.680, -2.636, 16.397], [-13.479, -2.033, 14.913], [-14.276, -3.134, 16.086], [-12.686, 2.649, 16.062], [-13.593, 3.249, 17.227], [-12.805, 3.022, 12.305], [-12.108, 2.016, 13.228], [-11.147, 1.033, 12.522], [-11.716, 0.300, 11.446], [-12.790, -0.559, 11.792], [-11.515, 2.670, 14.407], [-13.682, 2.503, 11.914], [-12.173, 3.256, 11.449], [-13.151, 3.958, 12.736], [-12.898, 1.394, 13.666], [-10.650, 0.390, 13.256], [-10.380, 1.604, 11.993], [-12.502, -1.535, 12.186], [-13.376, -0.640, 10.877], [-13.487, -0.086, 12.492], [-10.689, 2.207, 14.773], [-11.230, 3.568, 14.034], [-9.243, 4.669, 11.228], [-10.211, 4.994, 10.112], [-10.943, 6.348, 10.258], [-11.884, 6.178, 11.288], [-12.364, 7.398, 11.844], [-9.408, 4.960, 8.864], [-8.517, 5.481, 11.310], [-8.714, 3.750, 10.977], [-9.716, 4.615, 12.212], [-11.040, 4.280, 10.044], [-11.329, 6.761, 9.323], [-10.134, 7.012, 10.597], [-11.578, 7.948, 12.364], [-13.229, 7.144, 12.454], [-12.746, 8.055, 11.056], [-9.096, 4.012, 8.697], [-10.052, 5.235, 8.128], [-8.753, 9.631, 17.330], [-7.730, 9.026, 18.319], [-8.056, 9.345, 19.782], [-9.423, 9.119, 20.115], [-10.165, 10.310, 20.378], [-7.794, 7.565, 18.142], [-8.431, 9.433, 16.305], [-8.729, 10.720, 17.437], [-9.728, 9.162, 17.429], [-6.692, 9.306, 18.126], [-7.805, 10.394, 19.959], [-7.434, 8.722, 20.428], [-10.170, 10.541, 21.446], [-11.195, 10.079, 20.101], [-9.879, 11.186, 19.795], [-7.629, 7.251, 17.190], [-8.781, 7.322, 18.230]], "lumo_ev": [-3.31, -4.15], "s2": 8.753, "total_charge": 1, "e_homo_ev": [-9.14, -9.14], "multiplicity": 6, "e_above_lowest_kj_mol": 239.6}